# 1
Entry from OMol25: C17H25N6RuS as an isolated structure (the ωB97M-V functional and the def2-TZVPD basis).

Values from the calculation:
**Expectation value of S²**: 8.8065
**Orbital gap (spin up / spin down)**: 8.19 / 6.81 eV
**LUMO (spin up / spin down)**: -5.4 / -7.7 eV

Geometry as ORCA input:
```
! wB97M-V def2-TZVPD RIJCOSX def2/J DEFGRID3
* xyz 2 6
Ru 0.970 0.178 0.226
C 1.509 -2.438 -1.230
N 0.787 -2.135 0.033
C 1.457 -2.788 1.177
C -0.605 -2.546 -0.107
C -0.962 -3.874 -0.106
C -2.283 -4.244 -0.356
C -3.241 -3.279 -0.654
C -2.904 -1.944 -0.653
C -1.588 -1.540 -0.328
N -1.148 -0.266 -0.264
C -1.889 0.897 -0.300
C -3.193 1.044 0.192
C -3.794 2.289 0.193
C -3.111 3.396 -0.289
C -1.805 3.274 -0.754
C -1.186 2.040 -0.752
N 0.176 1.833 -1.226
C 1.013 3.044 -1.148
C 0.169 1.321 -2.619
H 1.510 -3.512 -1.435
H 2.544 -2.103 -1.148
H 1.022 -1.927 -2.060
H 1.554 -3.866 1.033
H 0.890 -2.595 2.085
H 2.459 -2.372 1.287
H -0.225 -4.646 0.070
H -2.550 -5.292 -0.351
H -4.250 -3.577 -0.900
H -3.637 -1.202 -0.930
H -3.701 0.200 0.633
H -4.795 2.398 0.587
H -3.585 4.367 -0.292
H -1.292 4.154 -1.113
H 0.672 3.822 -1.834
H 2.028 2.781 -1.444
H 1.007 3.435 -0.131
H -0.252 2.069 -3.295
H -0.433 0.417 -2.675
H 1.191 1.098 -2.926
N 3.325 0.736 0.629
N 3.562 1.156 1.948
C 2.582 1.234 2.869
N 2.928 1.664 4.072
S 0.958 0.808 2.568
H 3.922 -0.065 0.432
H 3.597 1.483 -0.006
H 4.505 1.431 2.184
H 3.873 1.916 4.321
H 2.222 1.726 4.788
*
```

Results of the Mulliken charge analysis, in e, for atoms 1 through 2:
1 Ru 0.2213
2 C -0.9585

# 2
Entry from OMol25: C17H26Al2CaCl2F4IN2O14P2S3 as an isolated structure (the ωB97M-V functional and the def2-TZVPD basis).

Values from the calculation:
**Orbital gap**: 2.34 eV
**LUMO**: -7.2 eV
**Relative energy (zero: lowest compared OMol25 entry of this formula, charge and spin)**: 145.3 kcal/mol

Geometry as ORCA input:
```
! wB97M-V def2-TZVPD RIJCOSX def2/J DEFGRID3
* xyz 1 1
C -0.512 -5.639 -2.925
C 0.989 -5.350 -2.361
S 0.816 -4.960 -0.544
C 1.119 -3.160 -0.221
C 0.333 -2.579 1.081
C 1.080 -3.103 2.390
F 0.714 -2.494 3.580
F 0.834 -4.479 2.587
F 2.536 -3.016 2.343
C -1.182 -3.092 1.056
I -2.166 -2.784 -0.905
C -2.175 -2.463 2.136
Cl -2.337 -3.731 3.487
O -1.783 -1.240 2.769
S -1.120 -0.120 1.734
O -2.104 0.440 0.731
O -0.662 1.054 2.554
C 0.307 -0.981 0.867
P 1.934 -0.074 1.162
O 3.270 -0.686 0.217
O 1.705 1.491 0.556
S 2.457 0.137 3.010
H -0.426 -6.441 -3.718
H -1.207 -5.959 -2.080
H -0.950 -4.683 -3.394
H 1.610 -6.296 -2.456
H 1.478 -4.451 -2.867
H 2.251 -3.025 -0.144
H 0.814 -2.598 -1.179
H -1.230 -4.230 1.209
H -3.211 -2.397 1.647
H 0.067 -0.827 -0.250
H 2.934 -0.657 -0.721
H 0.958 1.470 -0.088
Ca 4.648 -2.107 1.135
O -1.963 -7.221 3.157
H -2.040 -6.264 3.132
C -1.164 5.418 -0.593
O -0.983 6.369 -1.309
N -2.321 4.736 -0.496
C -2.481 3.598 0.390
C -3.441 5.165 -1.313
H -0.328 4.995 0.090
H -2.747 2.723 -0.204
H -3.281 3.812 1.102
H -1.560 3.393 0.937
H -3.151 5.114 -2.363
H -3.686 6.200 -1.068
H -4.311 4.531 -1.139
C -2.344 7.408 -4.688
O -2.696 6.703 -3.695
O -1.382 8.304 -4.353
O -2.737 7.391 -5.859
H -1.359 8.013 -3.419
Al -3.538 -5.549 5.190
N 4.099 4.386 4.179
C 3.898 5.707 4.100
C 2.870 6.288 3.380
C 1.995 5.457 2.696
C 2.179 4.080 2.759
C 3.241 3.600 3.512
H 4.609 6.316 4.648
H 2.755 7.364 3.352
H 1.180 5.878 2.120
H 1.518 3.400 2.238
H 3.432 2.536 3.599
O 0.432 -8.721 -6.747
P -0.118 -8.919 -5.334
O 0.754 -8.159 -4.322
O -0.111 -10.413 -5.002
O -1.550 -8.380 -5.272
Al 0.326 -3.555 -4.476
F 3.156 2.172 -0.793
Cl 1.059 5.153 -0.533
*
```

Results of the Mulliken charge analysis, in e, for atoms 1 through 2:
1 C -0.4979
2 C -0.1460

# 3
Entry from OMol25: a 4-piece molecular cluster, C17H26BClF9O13P overall (the ωB97M-V functional and the def2-TZVPD basis).

Values from the calculation:
**Orbital gap**: 9.60 eV
**LUMO**: -0.9 eV
**SMILES**: O=C(Cl)CB(CCC(F)(F)C(F)(F)C(F)(F)C(F)(F)F)P(=O)(O)O.COC(=O)OC.COC(=O)OC.COC(=O)OC

Geometry as ORCA input:
```
! wB97M-V def2-TZVPD RIJCOSX def2/J DEFGRID3
* xyz 0 1
O -0.850 1.902 5.988
C -0.092 1.427 5.217
Cl 1.627 1.245 5.604
C -0.449 0.965 3.832
B -1.109 -0.444 3.718
C -1.555 -1.066 2.346
C -1.737 -0.115 1.143
C -0.515 0.241 0.308
F 0.041 1.412 0.737
F -0.932 0.476 -0.984
C 0.582 -0.840 0.194
F 1.239 -0.974 1.366
F -0.041 -2.009 -0.104
C 1.648 -0.632 -0.931
F 2.598 -1.573 -0.697
F 1.112 -0.878 -2.136
C 2.390 0.737 -0.975
F 3.543 0.555 -1.619
F 1.691 1.635 -1.647
F 2.669 1.179 0.244
P -1.383 -1.556 5.288
O -0.275 -1.446 6.251
O -2.794 -1.218 5.955
O -1.527 -3.077 4.770
H 0.470 0.910 3.234
H -1.058 1.737 3.351
H -0.891 -1.910 2.145
H -2.532 -1.526 2.538
H -2.499 -0.520 0.478
H -2.139 0.833 1.507
H -3.439 -0.837 5.345
H -0.654 -3.472 4.919
C 2.051 -4.208 -8.035
O 2.880 -3.633 -7.022
C 2.329 -3.618 -5.809
O 1.236 -4.035 -5.526
O 3.193 -3.060 -4.964
C 2.719 -2.980 -3.615
H 2.621 -4.154 -8.958
H 1.828 -5.248 -7.804
H 1.127 -3.644 -8.142
H 2.526 -3.978 -3.223
H 1.820 -2.383 -3.573
H 3.511 -2.511 -3.040
C -2.546 -1.731 -2.449
O -3.962 -1.817 -2.264
C -4.676 -1.521 -3.351
O -4.230 -1.201 -4.420
O -5.968 -1.638 -3.044
C -6.856 -1.348 -4.127
H -2.101 -1.995 -1.497
H -2.210 -2.435 -3.209
H -2.255 -0.720 -2.722
H -6.688 -2.034 -4.955
H -6.728 -0.321 -4.463
H -7.861 -1.482 -3.739
C 2.825 7.642 5.052
O 2.579 6.261 4.776
C 2.924 5.878 3.549
O 3.403 6.579 2.697
O 2.645 4.580 3.425
C 2.966 4.029 2.147
H 2.500 7.808 6.075
H 3.886 7.868 4.965
H 2.252 8.276 4.379
H 4.033 4.114 1.947
H 2.398 4.521 1.360
H 2.689 2.979 2.195
*
```

Results of the Mulliken charge analysis, in e, for atoms 1 through 2:
1 O -0.4860
2 C 0.3653

# 4
Entry from OMol25: C17H26BrO4 as an isolated structure (the ωB97M-V functional and the def2-TZVPD basis).

Values from the calculation:
**Orbital gap**: 5.88 eV
**LUMO**: 2.5 eV

Geometry as ORCA input:
```
! wB97M-V def2-TZVPD RIJCOSX def2/J DEFGRID3
* xyz -1 1
C 3.062 -3.293 0.387
O 3.431 -1.921 0.220
C 4.130 -1.712 -1.025
C 4.163 -0.146 -1.367
C 4.882 0.668 -0.201
C 4.073 1.932 0.328
C 2.792 1.586 1.197
C 1.558 0.999 0.380
C 0.163 1.533 1.008
C -0.691 2.226 -0.169
C -1.661 1.203 -0.913
C -3.186 1.441 -0.438
C -4.037 0.119 -0.377
C -3.591 -0.994 0.326
O -2.400 -1.089 1.074
C -4.518 -2.277 0.278
O -3.972 -3.377 0.146
C -6.057 -2.010 0.352
C -6.518 -0.866 -0.376
C -5.446 0.013 -1.120
O -5.707 0.608 -2.180
H 2.520 -3.735 -0.504
H 2.388 -3.404 1.292
H 3.998 -3.916 0.607
H 3.542 -2.265 -1.827
H 5.181 -2.150 -1.012
H 3.151 0.252 -1.667
H 4.814 -0.073 -2.303
H 5.210 -0.031 0.639
H 5.859 1.065 -0.641
H 3.863 2.666 -0.521
H 4.789 2.491 1.024
H 2.439 2.571 1.656
H 3.014 0.905 2.073
H 1.521 -0.137 0.458
H 1.567 1.301 -0.716
H 0.329 2.339 1.782
H -0.413 0.698 1.510
H -0.021 2.713 -0.939
H -1.292 3.046 0.328
H -1.334 0.130 -0.809
H -1.610 1.451 -2.026
H -3.243 2.059 0.517
H -3.645 2.094 -1.253
H -2.681 -0.994 2.008
H -6.738 -2.682 0.933
H -7.617 -0.613 -0.403
Br -6.057 -0.423 2.266
*
```

Results of the Mulliken charge analysis, in e, for atoms 1 through 2:
1 C -0.7773
2 O -0.1660

One value per record, in order, for strongest force on any atom: 0.0021 0.1463 0.0201 0.0654 Eh/bohr.